Record 1
ORCA calculation (the ωB97M-V functional and the def2-TZVPD basis) on an isolated molecule of C13H24BrN5S2 in a non-equilibrium geometry.

```
! RIJCOSX wB97M-V def2-TZVPD def2/J DEFGRID3
* xyz 0 1
C -3.506 0.576 -0.165
N -3.266 -0.471 -1.225
C -1.981 -0.287 -1.982
C -0.625 -0.839 -1.249
N 0.436 -0.943 -2.340
C 1.675 -1.710 -1.944
C 1.140 -3.242 -1.538
N 0.406 -3.073 -0.226
C -0.809 -2.182 -0.337
C -1.330 -1.902 1.208
C -0.311 -0.926 2.080
C -1.069 0.404 2.704
S 0.111 1.646 3.501
C 1.643 1.845 2.441
S 2.962 0.788 2.811
N 1.830 2.806 1.289
C 2.844 3.956 1.312
C 2.725 4.688 -0.177
N 1.648 3.990 -1.022
C 1.174 2.893 -0.072
H -4.446 1.245 -0.473
H -2.589 1.317 -0.110
H -3.767 0.141 0.899
H -3.434 -1.445 -0.897
H -2.067 -0.725 -3.066
H -1.830 0.889 -2.122
H -0.250 0.041 -0.535
H 0.019 -1.406 -3.189
H 0.767 0.012 -2.666
H 2.383 -1.839 -2.872
H 2.265 -1.275 -1.031
H 1.996 -4.039 -1.532
H 0.311 -3.527 -2.346
H 1.115 -2.671 0.434
H -1.664 -2.833 -0.851
H -2.451 -1.571 1.268
H -1.277 -2.962 1.755
H 0.629 -0.596 1.434
H 0.104 -1.540 2.992
H -1.905 0.065 3.449
H -1.568 0.962 1.801
H 3.579 4.283 2.193
H 3.392 5.602 -0.527
H 0.338 2.177 -0.498
Br 4.650 1.678 1.424
*
```

HOMO level = -5.107 eV
ΔE to the lowest compared entry with this formula, charge and spin = 748.57 kJ/mol
Orbital gap = 4.3 eV

Record 2
ORCA calculation (the ωB97M-V functional and the def2-TZVPD basis) on a cluster of 9 separate species, C13H24Cl16F3O3S in total in a non-equilibrium geometry.

```
! RIJCOSX wB97M-V def2-TZVPD def2/J DEFGRID3
* xyz -1 1
C 0.825 -2.042 3.457
C -0.494 -1.536 2.843
O -1.160 -2.681 2.275
C -0.220 -0.444 1.789
C -0.922 0.910 2.123
S -0.121 2.186 1.399
O -0.956 3.369 1.196
O 1.219 2.528 1.883
C 0.160 1.682 -0.373
F 0.631 2.762 -1.020
F -0.983 1.327 -0.967
F 1.048 0.697 -0.579
H 1.549 -2.162 2.639
H 0.654 -3.035 3.884
H 1.227 -1.357 4.210
H -1.148 -1.125 3.617
H -0.542 -3.054 1.632
H 0.866 -0.269 1.763
H -0.541 -0.784 0.796
H -0.785 1.123 3.194
C 3.060 1.005 -3.375
Cl 3.018 1.300 -5.121
Cl 3.570 -0.646 -2.990
H 3.768 1.691 -2.928
H 2.067 1.156 -2.970
C -4.900 -1.488 1.415
Cl -3.363 -0.868 0.847
Cl -4.972 -1.610 3.193
H -5.703 -0.825 1.120
H -5.059 -2.482 1.013
C 3.615 4.596 2.090
Cl 4.882 5.166 0.983
Cl 4.150 4.649 3.777
H 2.751 5.238 1.984
H 3.352 3.577 1.838
C 3.950 -4.821 4.107
Cl 3.673 -3.400 5.122
Cl 2.897 -4.862 2.689
H 4.978 -4.800 3.766
H 3.757 -5.707 4.700
C 3.634 -3.704 -5.087
Cl 2.229 -3.709 -6.159
Cl 3.872 -5.261 -4.280
H 4.515 -3.487 -5.678
H 3.479 -2.941 -4.335
C 0.073 0.009 -6.891
Cl -0.611 -1.494 -7.521
Cl 0.845 0.979 -8.153
H -0.726 0.592 -6.451
H 0.824 -0.243 -6.152
C -8.788 -0.842 2.805
Cl -9.738 0.545 3.355
Cl -8.260 -0.673 1.126
H -7.902 -0.926 3.425
H -9.405 -1.729 2.879
C -0.763 5.550 -1.832
Cl -2.265 5.665 -2.764
Cl 0.663 5.859 -2.844
H -0.790 6.295 -1.048
H -0.687 4.555 -1.413
*
```

HOMO level = -4.082 eV
Orbital gap = 6.1 eV

Record 3
ORCA calculation (the ωB97M-V functional and the def2-TZVPD basis) on a structure of composition C13H24Cl2F5INO9PS2Si2 in a non-equilibrium geometry.

```
! RIJCOSX wB97M-V def2-TZVPD def2/J DEFGRID3
* xyz 0 1
C 2.059 3.119 0.903
C 0.513 2.674 0.948
I -0.436 3.419 2.776
C 0.444 1.052 0.877
Si -0.718 0.448 -0.544
O -2.322 0.832 -0.032
Si -3.386 1.281 -1.307
O -3.125 0.258 -2.690
C -3.207 3.080 -1.927
O -3.149 4.075 -0.854
N -2.663 5.237 -1.460
O -1.504 5.298 -1.194
C -5.255 1.049 -0.845
Cl -5.982 -0.383 -1.729
C -5.502 0.852 0.721
C -5.257 -0.667 1.227
Cl -4.644 2.094 1.772
P -0.023 1.482 -2.371
S 1.896 1.097 -2.653
S -0.348 -1.728 -0.658
O 1.160 -1.853 -0.556
O -1.048 -2.302 0.560
C -1.046 -2.485 -2.211
F -0.820 -1.670 -3.328
F -2.447 -2.588 -2.000
C -0.539 -3.967 -2.547
F -1.626 -4.862 -2.435
F -0.179 -4.024 -3.910
F 0.442 -4.456 -1.705
H 2.252 3.687 -0.069
H 2.251 3.774 1.821
H 2.783 2.240 0.983
H -0.102 3.079 0.086
H -0.004 0.597 1.830
H 1.463 0.572 0.728
H -3.186 0.827 -3.483
H -4.170 3.316 -2.518
H -2.359 3.239 -2.685
H -5.850 1.977 -1.160
H -6.622 1.031 0.892
H -5.032 -0.717 2.342
H -6.239 -1.240 1.073
H -4.442 -1.187 0.634
H -0.108 2.924 -2.246
H -0.704 1.096 -3.566
C 3.908 -2.927 0.456
C 3.620 -1.752 1.376
O 4.245 -1.927 2.655
C 5.571 -1.739 2.683
O 6.269 -1.439 1.747
O 5.997 -1.973 3.935
C 7.415 -1.915 4.081
H 3.612 -3.864 0.932
H 3.368 -2.818 -0.485
H 4.973 -3.004 0.233
H 2.545 -1.695 1.558
H 3.924 -0.802 0.926
H 7.811 -0.964 3.720
H 7.878 -2.750 3.551
H 7.646 -2.005 5.142
*
```

HOMO level = -9.126 eV
ΔE to the lowest compared entry with this formula, charge and spin = 320.25 kJ/mol
Orbital gap = 7.9 eV

Record 4
ORCA calculation (the ωB97M-V functional and the def2-TZVPD basis) on the ion C13H24Cl2NO2S2 with charge +1.

```
! RIJCOSX wB97M-V def2-TZVPD def2/J DEFGRID3
* xyz 1 1
C 3.443 -1.946 1.070
O 3.866 -0.605 1.125
C 3.932 0.047 -0.129
C 2.965 1.250 -0.218
C 1.984 1.338 0.955
C 0.773 2.237 0.683
C -0.116 1.733 -0.455
S -1.551 2.842 -0.668
C -2.675 1.620 -0.324
S -4.370 2.035 -0.191
N -2.172 0.430 -0.111
C -2.883 -0.784 0.292
Cl -4.226 -1.178 -0.798
C -3.301 -0.863 1.793
C -2.416 -1.827 2.566
Cl -3.273 0.735 2.603
C -0.692 0.326 -0.211
C -0.290 -0.628 -1.323
O -0.823 -0.118 -2.509
C -0.351 -0.786 -3.674
H 4.002 -2.517 0.323
H 3.618 -2.384 2.049
H 2.371 -2.026 0.835
H 3.717 -0.666 -0.931
H 4.959 0.385 -0.275
H 2.429 1.199 -1.169
H 3.544 2.174 -0.252
H 2.507 1.753 1.816
H 1.665 0.341 1.264
H 0.160 2.313 1.586
H 1.116 3.245 0.439
H 0.398 1.761 -1.413
H -4.328 2.768 -1.319
H -2.169 -1.584 0.122
H -4.340 -1.180 1.831
H -2.863 -2.052 3.531
H -1.429 -1.397 2.745
H -2.301 -2.760 2.011
H -0.332 -0.052 0.748
H 0.808 -0.668 -1.337
H -0.640 -1.653 -1.141
H -0.359 -1.870 -3.533
H 0.664 -0.461 -3.920
H -1.024 -0.528 -4.486
*
```

HOMO level = -12.325 eV
Orbital gap = 8.5 eV

Record 5
ORCA calculation (the ωB97M-V functional and the def2-TZVPD basis) on a structure of composition C13H24CsN6OV in a non-equilibrium geometry.

```
! RIJCOSX wB97M-V def2-TZVPD def2/J DEFGRID3
* xyz 2 1
N -1.642 0.163 1.265
C -2.490 0.740 1.903
O -3.358 1.447 2.394
Cs -2.323 2.236 -1.368
V 0.046 -0.288 0.392
N 0.873 1.384 0.043
N -0.250 -1.138 -1.236
C 1.243 2.411 1.062
C -1.257 -2.013 -1.868
C 0.295 3.616 0.947
C 2.688 2.927 0.886
C 1.127 1.805 2.450
C -1.235 -1.895 -3.411
C -0.975 -3.492 -1.541
C -2.659 -1.653 -1.392
H 0.281 4.054 -0.066
H 0.661 4.404 1.624
H -0.742 3.368 1.240
H 3.421 2.107 0.884
H 2.936 3.596 1.727
H 2.832 3.517 -0.033
H 0.132 1.402 2.659
H 1.329 2.599 3.179
H 1.863 1.009 2.602
H -1.365 -0.853 -3.752
H -2.065 -2.494 -3.823
H -0.304 -2.290 -3.848
H 0.023 -3.808 -1.876
H -1.716 -4.115 -2.068
H -1.060 -3.692 -0.463
H -2.773 -1.658 -0.302
H -3.349 -2.399 -1.815
H -2.996 -0.674 -1.776
C 1.083 -1.292 -1.834
H 1.828 -0.791 -1.203
H 1.400 -2.341 -1.966
H 1.104 -0.834 -2.838
C 1.273 1.796 -1.316
H 2.373 1.707 -1.437
H 0.808 1.181 -2.110
H 0.987 2.854 -1.527
N 0.416 -1.587 1.794
C 0.306 -2.182 2.822
N 0.214 -3.024 3.750
C 0.424 -2.912 5.041
N 0.594 -2.898 6.203
*
```

HOMO level (spin up / spin down) = -15.191 / -15.162 eV
Orbital gap (spin up / spin down) = 5.6 / 5.6 eV

Record 6
ORCA calculation (the ωB97M-V functional and the def2-TZVPD basis) on a structure of composition C13H24InO7.

```
! RIJCOSX wB97M-V def2-TZVPD def2/J DEFGRID3
* xyz 3 1
In 0.037 0.133 -0.227
C -2.084 -2.126 0.604
C -2.064 -2.078 -0.904
O -1.742 -0.686 -1.209
C -2.158 -0.127 -2.480
C -1.918 1.369 -2.327
O -0.581 1.583 -1.750
C 0.498 1.858 -2.699
C 1.207 0.563 -3.017
O 1.587 -0.091 -1.763
C 2.966 0.127 -1.303
C 2.980 1.291 -0.328
O 1.882 1.010 0.576
C 1.800 1.737 1.842
C 1.087 0.784 2.771
O -0.072 0.321 2.013
C -0.081 -1.968 3.310
C -1.888 -0.962 3.298
O -0.852 -1.449 1.012
H -2.096 -3.137 1.007
H -2.931 -1.553 0.971
H -3.050 -2.313 -1.303
H -1.314 -2.725 -1.359
H -3.216 -0.336 -2.638
H -1.579 -0.577 -3.286
H -2.616 1.825 -1.628
H -1.976 1.885 -3.283
H 1.144 2.577 -2.199
H 0.090 2.332 -3.590
H 2.092 0.713 -3.632
H 0.556 -0.146 -3.523
H 3.602 0.310 -2.166
H 3.264 -0.805 -0.828
H 2.823 2.258 -0.806
H 3.915 1.319 0.231
H 1.268 2.674 1.680
H 2.808 1.937 2.202
H 0.759 1.260 3.693
H 1.727 -0.071 2.984
H 0.561 -1.566 4.097
H 0.379 -2.839 2.844
H -1.808 -0.165 4.045
H -2.907 -0.998 2.921
O -1.411 -2.221 3.790
C -0.686 -0.928 2.358
*
```

HOMO level = -19.322 eV
ΔE to the lowest compared entry with this formula, charge and spin = 0.00 kJ/mol
Orbital gap = 8.2 eV

Record 7
ORCA calculation (the ωB97M-V functional and the def2-TZVPD basis) on a structure of composition C13H24N3O2PPdS.

```
! RIJCOSX wB97M-V def2-TZVPD def2/J DEFGRID3
* xyz 0 1
Pd 0.120 -0.600 0.407
O -0.139 -2.476 -2.027
C -0.453 -3.261 -0.897
C -1.120 -2.461 0.199
C -1.354 -3.048 1.462
C -2.285 -2.491 2.299
C -2.935 -1.313 1.906
C -2.609 -0.749 0.695
N -1.759 -1.330 -0.197
H -0.767 -1.738 -2.007
H 0.464 -3.714 -0.513
H -1.132 -4.073 -1.188
H -0.815 -3.947 1.733
H -2.506 -2.947 3.256
H -3.669 -0.836 2.541
H -3.067 0.172 0.357
C -0.546 2.434 3.793
P 0.768 1.318 3.257
C 0.255 -0.323 3.798
C 2.222 1.720 4.244
O 1.026 1.470 1.788
H -0.666 2.430 4.877
H -1.478 2.115 3.325
H -0.312 3.443 3.454
H -0.396 -0.249 4.672
H 1.129 -0.927 4.029
H -0.271 -0.806 2.973
H 2.009 1.625 5.310
H 2.554 2.735 4.026
H 3.010 1.017 3.970
S 2.634 -1.731 1.594
C 2.863 -0.996 0.086
N 3.171 -1.736 -1.001
C 2.995 -1.214 -2.349
C 3.560 0.193 -2.386
C 2.857 1.041 -1.342
N 2.773 0.332 -0.068
H 3.128 -2.728 -0.848
H 1.935 -1.218 -2.616
H 3.520 -1.870 -3.042
H 3.426 0.634 -3.373
H 4.631 0.157 -2.174
H 1.852 1.311 -1.678
H 3.407 1.968 -1.173
H 2.413 0.848 0.732
*
```

HOMO level = -6.871 eV
ΔE to the lowest compared entry with this formula, charge and spin = 66.88 kJ/mol
Orbital gap = 7.5 eV

Record 8
ORCA calculation (the ωB97M-V functional and the def2-TZVPD basis) on a cluster of 5 separate species, C13H25BBrCl8F3O9S in total in a non-equilibrium geometry.

```
! RIJCOSX wB97M-V def2-TZVPD def2/J DEFGRID3
* xyz 0 1
O 2.515 -2.547 -2.659
S 1.316 -1.865 -3.053
O 1.205 -1.259 -4.355
C 0.840 -0.624 -1.805
C 1.977 -0.349 -0.832
O 3.048 0.344 -1.419
C 2.768 1.647 -1.842
O 3.771 2.463 -1.309
C 3.509 3.853 -1.471
C 2.995 4.492 -0.191
O 1.570 4.540 -0.109
O -0.309 -1.084 -1.149
C -1.248 -0.058 -0.802
C -2.172 0.198 -1.988
O -2.955 1.325 -1.641
C -3.704 1.973 -2.632
Br -4.247 0.878 -4.129
B -1.948 -0.487 0.575
O -3.299 -0.390 0.786
O -1.130 -1.021 1.555
C -0.072 -3.108 -2.976
F 0.255 -4.088 -3.804
F -0.230 -3.613 -1.757
F -1.206 -2.555 -3.376
H 0.603 0.250 -2.421
H 2.371 -1.297 -0.466
H 1.555 0.191 0.026
H 1.777 1.973 -1.484
H 2.782 1.682 -2.939
H 4.432 4.340 -1.789
H 2.774 4.010 -2.269
H 3.346 5.521 -0.126
H 3.405 3.926 0.649
H 1.260 3.705 0.251
H -0.698 0.874 -0.588
H -1.580 0.393 -2.888
H -2.800 -0.682 -2.145
H -4.629 2.317 -2.177
H -3.150 2.827 -3.023
H -3.671 0.488 0.622
H -1.047 -0.426 2.309
Cl 2.998 -1.655 3.422
C 1.323 -2.206 3.551
Cl 0.320 -1.071 4.463
H 0.910 -2.291 2.552
H 1.309 -3.160 4.062
Cl 6.715 0.746 6.146
C 5.039 0.190 6.236
Cl 4.007 1.314 7.128
H 4.652 0.097 5.229
H 5.022 -0.767 6.743
Cl -3.903 -4.898 -0.334
C -2.395 -5.814 -0.243
Cl -2.131 -6.514 1.359
H -2.438 -6.619 -0.966
H -1.575 -5.144 -0.462
Cl -7.640 1.715 2.183
C -5.880 1.768 2.109
Cl -5.296 2.306 0.519
H -5.523 2.470 2.852
H -5.494 0.772 2.293
*
```

HOMO level = -10.108 eV
SMILES = O=S(=O)([C@H](COCOCCO)O[C@@H](COCBr)B(O)O)C(F)(F)F.ClCCl.ClCCl.ClCCl.ClCCl
Orbital gap = 9.9 eV